C16H70O27 | ωB97M-V/def2-TZVPD

Summary:
Gap between HOMO and LUMO, eV: 8.88
LUMO energy, hartree: -0.0206
ΔE to the lowest compared entry with this formula, charge and spin, kcal/mol: 108.8
Highest occupied orbital energy, eV: -9.44

Each line ends with the Löwdin charge.
Geometry (Å):
O  -1.7384  2.9601  4.1936  -0.0087
H  -1.2024  3.3471  3.5416  -0.0389
H  -1.8464  2.0591  3.9896  -0.0499
O  -1.6584  -4.0039  1.1856  -0.0221
H  -1.0054  -4.5829  1.5366  0.0172
H  -1.4784  -3.1319  1.5366  -0.0141
O  3.9696  -2.2899  -1.6004  -0.0471
H  3.4046  -1.8029  -0.9774  -0.0062
H  4.5146  -2.7329  -0.9334  0.0760
O  -1.0064  -4.5889  -1.7324  -0.0806
H  -1.7984  -4.1449  -1.3934  0.0189
H  -0.2654  -3.9989  -2.0014  0.0158
O  2.0806  -2.5369  2.6976  -0.0375
H  2.3256  -2.0809  3.5036  0.0524
H  1.1146  -2.6399  2.7596  0.0146
O  -3.9984  -1.3899  2.7736  -0.0570
H  -3.4674  -0.7109  3.1916  -0.0260
H  -4.0634  -1.0549  1.8816  -0.0342
O  2.6576  -1.1149  0.4686  -0.0131
H  2.9846  -0.3449  0.9306  0.0409
H  2.5976  -1.7009  1.2036  -0.0116
O  -2.0764  0.2001  3.9096  -0.0015
H  -1.5784  0.3251  3.1326  -0.0021
H  -1.4984  0.2041  4.6316  0.0507
O  -3.2734  2.1861  0.3936  -0.0420
H  -3.8914  2.6281  1.0116  0.0947
H  -2.7314  1.5381  0.8706  0.0177
O  -2.1214  -1.3109  -2.7314  -0.0177
H  -1.3894  -1.5549  -2.1794  0.0036
H  -2.8234  -1.8689  -2.3934  0.0653
O  -0.5514  -2.4209  3.4186  -0.0389
H  -0.7034  -3.2319  3.8476  0.0497
H  -1.2464  -1.8689  3.8596  0.0743
C  2.2596  -4.8329  -1.6894  -0.1679
C  2.2896  -4.5839  -0.2144  -0.2864
O  2.9126  -5.6089  0.4846  -0.0621
O  1.7676  -3.5079  -2.1424  -0.1383
H  1.7036  -5.6959  -2.1174  0.1346
H  3.2526  -5.0669  -2.1394  0.1222
H  1.2086  -4.6489  0.2296  0.1533
H  2.7436  -3.6699  0.1566  0.0888
H  3.8506  -5.4349  0.5636  0.0816
H  2.4866  -2.8879  -1.9624  -0.0115
C  3.2826  3.0501  -0.8444  -0.2367
C  2.7126  2.0711  -1.8014  -0.2107
O  3.5666  0.9331  -1.6964  -0.0521
O  2.6216  4.2821  -0.7504  -0.0366
H  4.3056  3.1491  -1.0214  0.1115
H  3.0926  2.6141  0.1746  0.1122
H  2.5916  2.4901  -2.7574  0.1201
H  1.7586  1.6991  -1.4814  0.0994
H  4.2706  1.0581  -2.3074  0.0935
H  1.7106  4.0771  -0.7104  0.0018
C  -6.2874  -1.5629  0.1226  -0.2895
C  -5.4464  -0.3249  -0.2554  -0.1663
O  -4.0684  -0.3699  0.2846  -0.1431
O  -7.4724  -1.6929  -0.5874  -0.0416
H  -6.4394  -1.6389  1.2096  0.1249
H  -5.6314  -2.3719  -0.0004  0.1033
H  -5.9754  0.5181  0.1796  0.1101
H  -5.3864  -0.1889  -1.3994  0.1448
H  -3.7724  0.5261  -0.0074  0.0386
H  -8.0454  -0.9779  -0.2154  0.1144
C  -2.6324  1.7971  -3.8134  -0.1776
C  -1.2384  2.0381  -3.0184  -0.1983
O  -0.1874  2.7131  -3.7064  -0.0449
O  -3.5104  0.9651  -3.0584  -0.1040
H  -2.3964  1.2691  -4.6954  0.1008
H  -3.1084  2.7031  -3.9744  0.0886
H  -0.8554  1.1161  -2.6234  0.0784
H  -1.4354  2.5751  -2.0874  0.0886
H  -0.4874  3.5521  -3.9394  0.0505
H  -2.9494  0.2311  -2.6944  0.0322
C  2.9346  2.1601  4.3146  -0.2164
C  3.0936  1.2981  3.0106  -0.1595
O  1.7256  0.9971  2.6796  -0.1583
O  4.2366  2.5311  4.6356  -0.0191
H  2.4806  1.6361  5.0936  0.1100
H  2.3096  2.9271  3.9266  0.0963
H  3.6226  0.3511  3.0586  0.1182
H  3.3386  1.9111  2.1346  0.1105
H  1.1806  0.5261  3.3826  0.1305
H  4.2536  3.3151  4.1166  0.0765
C  0.7676  4.1531  1.8546  -0.2775
C  -0.4094  4.3421  0.9326  -0.2648
O  -0.0174  4.3711  -0.3884  -0.0645
O  0.4586  4.3891  3.1476  -0.0331
H  1.4756  4.9491  1.6386  0.1377
H  1.1546  3.1781  1.6826  0.0941
H  -0.8944  5.2711  1.0526  0.1139
H  -1.2074  3.6131  1.2836  0.1200
H  -0.8974  4.5681  -0.8674  0.1596
H  0.2856  5.3001  3.3586  0.1173
C  -0.7334  -0.9339  0.4326  -0.2572
C  -0.6334  0.5551  0.2276  -0.0998
O  -0.7684  1.1391  1.6156  -0.0984
O  -0.3234  -1.6449  -0.6754  -0.0734
H  -1.7844  -1.2269  0.5406  0.1183
H  -0.2204  -1.3109  1.2826  0.0859
H  -1.3544  0.9151  -0.4994  0.0946
H  0.3406  0.7351  -0.2004  0.1081
H  0.1126  1.3051  1.9106  0.0115
H  0.6116  -1.4529  -0.8834  0.0680
C  1.3526  -0.5239  -3.8874  -0.2276
C  2.4286  -1.3599  -4.5304  -0.2368
O  2.4316  -1.2229  -5.9404  -0.0361
O  1.4696  -0.6399  -2.5094  -0.0825
H  0.4046  -0.8849  -4.2294  0.1273
H  1.4086  0.5501  -4.1464  0.1258
H  2.4226  -2.5089  -4.4374  0.1481
H  3.4486  -1.0619  -4.1494  0.1241
H  1.8696  -0.5139  -6.0064  0.0176
H  2.3236  -0.4039  -2.1794  0.0218

C16H8Cl4GaN2O2Se2 | ωB97M-V/def2-TZVPD

Summary:
Gap between HOMO and LUMO, eV: 7.19
LUMO energy, hartree: -0.1558
Charge: +1
ΔE to the lowest compared entry with this formula, charge and spin, kcal/mol: 54.7
Highest occupied orbital energy, eV: -11.43

Each line ends with the Löwdin charge.
Geometry (Å):
Ga  -0.6474  2.6279  -1.0211  0.8266
Cl  -1.5629  -4.3053  1.2529  0.6970
C  -1.5591  -2.5368  1.1143  -0.6287
C  -1.8214  -1.7201  2.2841  -0.6562
Cl  -2.1593  -2.4829  3.7599  0.7856
C  -1.7712  -0.3517  2.1989  -0.6056
Cl  -2.0084  0.6592  3.5607  0.7580
C  -1.4645  0.2901  0.9497  -0.3207
O  -1.3326  1.5174  0.8184  -0.1267
C  -1.3598  -0.6113  -0.2223  -0.2802
O  -0.0730  -0.8977  -2.2501  -0.1566
C  -1.2919  -2.0433  -0.0837  -0.2107
Cl  -0.8934  -3.4129  -1.8502  0.9177
Se  2.4361  1.4740  -2.1659  0.6718
Se  2.7454  -0.6816  -1.3659  0.7157
C  1.0061  -1.5301  -1.6930  -0.8194
C  1.1227  -2.8377  -1.4504  -0.0613
C  -2.8827  -2.3031  -2.7898  0.1289
C  -2.8512  -1.0956  -2.3057  -0.1838
C  -2.1464  -0.1476  -1.4283  -0.1642
N  -0.6908  0.0427  -1.3814  -0.0054
C  2.5336  2.2738  -0.4103  -0.6748
C  3.7431  2.4450  0.2362  -0.0818
C  3.7295  2.9580  1.5283  -0.0216
C  2.5182  3.2752  2.1188  -0.0210
C  1.3540  3.0928  1.3931  -0.1129
N  1.3677  2.6065  0.1497  -0.0996
H  -0.6503  -4.4154  -2.7449  0.0385
H  -1.1285  -4.2649  -0.8527  -0.0332
H  -3.7753  -0.7133  -2.7804  0.1334
H  -2.6535  0.8036  -1.2996  0.1162
H  4.6651  2.1736  -0.2569  0.1137
H  4.6575  3.1030  2.0645  0.1236
H  2.4667  3.6691  3.1237  0.1197
H  0.3777  3.3394  1.7992  0.1179

Which formula does entry 2 have?
C16H8Cl4GaN2O2Se2